{
  "formula": "C19H27N6OPd",
  "method": "ωB97M-V/def2-TZVPD",
  "species": ["Pd", "C", "N", "C", "C", "C", "C", "C", "N", "C", "C", "C", "C", "C", "C", "H", "H", "H", "H", "H", "H", "H", "H", "H", "H", "H", "C", "C", "C", "C", "N", "C", "N", "N", "N", "H", "H", "H", "H", "H", "H", "H", "H", "H", "H", "C", "C", "O", "H", "H", "H", "H", "H", "H"],
  "xyz": [[0.407417, 1.135952, 0.967380], [2.366835, -0.230856, -1.052183], [2.009108, -0.009169, 0.321773], [2.665751, -0.664206, 1.302726], [2.100986, -0.590416, 2.538894], [2.357033, -1.209164, 3.818420], [1.331675, -0.852514, 4.616213], [0.424642, -0.008967, 3.816451], [0.894063, 0.149136, 2.617577], [3.407986, 0.852096, -0.978032], [4.783760, 0.510953, -0.870569], [5.722445, 1.498730, -0.960266], [5.311795, 2.846995, -1.088133], [3.956842, 3.202570, -1.127230], [3.006025, 2.220087, -1.046203], [1.538470, -0.043720, -1.729121], [2.795154, -1.219791, -1.206177], [3.524041, -1.288339, 1.080928], [3.198954, -1.841027, 4.055350], [1.161937, -1.121929, 5.647698], [-0.514283, 0.423204, 4.136179], [5.083245, -0.528101, -0.805978], [6.777887, 1.260881, -0.952829], [6.067441, 3.619998, -1.165586], [3.675826, 4.240788, -1.236344], [1.952622, 2.462228, -1.112386], [-3.953182, 5.369453, 1.610890], [-3.146873, 6.271310, 0.681455], [-3.419305, 5.977946, -0.792298], [-1.648292, 6.236939, 0.997555], [-1.103265, 4.854931, 0.988618], [-1.132778, 3.930032, 1.956488], [-0.582194, 2.847610, 1.458584], [-0.237482, 3.131168, 0.197939], [-0.531480, 4.334931, -0.097602], [-5.015759, 5.574120, 1.494314], [-3.710797, 5.534124, 2.664298], [-3.814201, 4.309519, 1.370349], [-3.423825, 7.307444, 0.892860], [-2.855948, 5.109872, -1.147424], [-3.156357, 6.825092, -1.424645], [-4.475321, 5.762334, -0.947186], [-1.428654, 6.641371, 1.984866], [-1.063462, 6.775124, 0.254017], [-1.540381, 4.073143, 2.943401], [-3.070489, 0.414784, -0.196564], [-2.089604, 0.487106, -1.341224], [-0.769108, -0.004656, -0.955488], [-4.034415, 0.818872, -0.507157], [-2.725717, 0.999288, 0.661468], [-3.236577, -0.614594, 0.123920], [-1.923739, 1.510252, -1.675695], [-2.431547, -0.091611, -2.198255], [-0.842209, -0.965224, -0.893339]],
  "forces_ev_per_angstrom": [[0.91, -0.14, 0.45], [-0.23, -0.44, -0.28], [-0.17, 0.23, -0.67], [0.23, -0.38, 0.43], [0.01, 0.03, -0.37], [-0.09, -0.10, 0.12], [0.03, -0.06, -0.01], [0.09, -0.01, -0.05], [-0.18, 0.39, 0.23], [-0.12, 0.29, 0.35], [0.02, -0.05, 0.21], [-0.04, 0.09, -0.05], [-0.06, -0.05, 0.00], [0.15, 0.02, -0.05], [-0.06, -0.12, -0.10], [-0.04, 0.07, 0.09], [0.04, 0.02, -0.08], [0.02, 0.05, 0.01], [0.01, 0.02, 0.01], [0.00, 0.00, 0.00], [0.01, 0.02, 0.02], [0.01, 0.01, 0.01], [-0.01, -0.02, -0.04], [0.00, 0.00, 0.05], [-0.01, -0.01, -0.01], [0.00, 0.01, 0.02], [0.02, -0.01, 0.02], [0.01, 0.00, 0.01], [0.00, -0.02, 0.00], [0.00, 0.03, -0.03], [0.05, -0.04, 0.03], [-0.12, 0.09, 0.02], [-0.26, -0.28, -0.38], [-0.10, 0.20, 0.08], [-0.08, 0.05, -0.05], [0.00, -0.01, -0.01], [0.00, 0.00, 0.00], [0.00, 0.00, 0.00], [-0.04, -0.01, -0.01], [-0.05, -0.03, 0.02], [0.05, -0.02, 0.00], [-0.01, 0.05, -0.01], [0.00, -0.03, 0.01], [0.00, 0.03, 0.02], [0.01, 0.00, 0.00], [-0.01, 0.01, -0.01], [0.02, 0.07, -0.07], [-0.05, 0.07, 0.05], [0.00, -0.01, -0.01], [0.01, -0.01, 0.01], [0.00, 0.00, 0.01], [0.00, 0.00, 0.01], [0.00, 0.01, -0.01], [-0.01, -0.01, 0.03]],
  "lowdin_charge": [1.06, -0.10, 0.01, 0.00, -0.17, 0.06, 0.07, 0.03, -0.05, -0.15, 0.03, 0.02, 0.07, 0.00, 0.02, 0.13, 0.16, 0.16, 0.15, 0.14, 0.15, 0.14, 0.14, 0.15, 0.14, 0.10, -0.07, -0.39, -0.05, -0.06, -0.04, -0.04, -0.07, -0.07, 0.15, 0.10, 0.09, 0.07, 0.15, 0.06, 0.09, 0.09, 0.14, 0.14, 0.16, -0.07, -0.26, -0.18, 0.10, 0.05, 0.09, 0.11, 0.13, 0.10],
  "molar_mass_g_mol": 461.89,
  "relative_energy_kj_mol": 213.6,
  "gap_ev": 5.1,
  "e_homo_ev": -18.66,
  "total_energy_ha": -1270.6676,
  "charge": 3
}

{
  "formula": "C19H27NO",
  "method": "ωB97M-V/def2-TZVPD",
  "species": ["C", "C", "C", "N", "C", "C", "C", "C", "C", "C", "C", "C", "C", "C", "C", "C", "C", "O", "C", "C", "C", "H", "H", "H", "H", "H", "H", "H", "H", "H", "H", "H", "H", "H", "H", "H", "H", "H", "H", "H", "H", "H", "H", "H", "H", "H", "H", "H"],
  "xyz": [[-0.130263, 4.075084, 0.025353], [-0.370818, 3.332495, -1.266101], [-1.564682, 2.488845, -1.148761], [-1.309363, 1.289945, -0.262402], [-2.227902, 1.108599, 0.802959], [-2.627632, 2.314130, 1.700195], [-3.555557, 1.894976, 2.943073], [-0.507664, 0.138327, -0.721252], [-1.225549, -1.228996, -0.614000], [-0.410865, -2.352973, -1.254817], [0.997811, -2.403077, -0.830242], [1.669242, -1.191208, -0.299032], [3.114488, -1.299168, -0.032481], [3.757213, -2.492320, -0.236419], [3.129920, -3.695195, -0.596550], [3.546855, -5.020886, -0.970005], [2.490929, -5.662705, -1.510339], [1.399612, -4.779534, -1.619786], [1.740663, -3.556112, -1.004496], [0.999059, 0.085266, -0.168006], [1.294305, 0.458895, 1.292101], [0.371156, 5.033988, -0.111489], [0.354323, 3.473561, 0.858342], [-1.061418, 4.578413, 0.341249], [-0.203634, 3.981332, -2.166944], [0.476987, 2.725687, -1.403495], [-2.360000, 3.067371, -0.719467], [-1.993013, 1.987623, -2.076781], [-1.796665, 0.343032, 1.468440], [-3.218529, 0.806725, 0.450900], [-1.694621, 2.944336, 1.913436], [-3.285666, 2.879011, 1.088853], [-4.169049, 1.073489, 2.647176], [-4.134174, 2.706010, 3.180047], [-3.028872, 1.584121, 3.860593], [-0.414594, 0.122520, -1.817861], [-2.230973, -1.160225, -1.044704], [-1.396006, -1.395957, 0.424587], [-0.425219, -2.140505, -2.338419], [-0.968778, -3.267138, -1.116620], [3.779952, -0.477538, 0.330167], [4.814927, -2.598390, 0.015859], [4.476086, -5.480669, -0.698000], [2.336629, -6.742313, -1.636307], [1.564485, 0.743127, -0.768282], [1.370010, -0.416265, 1.967968], [2.190488, 0.995746, 1.454846], [0.436367, 1.128522, 1.666914]],
  "forces_ev_per_angstrom": [[-0.20, 1.45, 1.08], [1.65, 1.32, -0.79], [-1.18, -3.68, -0.96], [1.10, 1.40, -0.33], [-0.57, -0.46, 1.57], [1.27, -0.39, 0.96], [3.31, -1.08, -1.17], [0.06, -0.25, -0.38], [0.23, 0.75, 0.58], [-1.26, 1.21, -0.84], [1.36, 2.02, 1.02], [2.02, -4.75, -1.91], [-1.70, 0.27, -0.35], [1.14, -1.56, 0.92], [-2.32, 1.75, -1.57], [-0.24, -0.16, 0.51], [-0.47, 1.33, 0.76], [-0.35, 0.07, 0.72], [3.27, -2.17, 0.27], [-1.34, 0.25, 1.05], [-3.23, 0.75, 1.44], [1.14, -0.39, -0.25], [-0.80, 0.80, -1.09], [-0.18, -0.97, 0.45], [-1.21, -0.16, 0.71], [1.16, -1.33, -0.15], [-0.50, 0.08, 0.24], [0.70, 1.22, 0.36], [-0.45, 0.04, -0.18], [-0.22, -0.82, -0.14], [-1.49, -0.84, 0.20], [-0.44, 1.05, -0.48], [-0.59, -0.56, -0.30], [-1.60, 1.96, 0.65], [0.14, 0.12, -0.51], [0.29, 1.09, 0.01], [0.25, 0.04, -0.22], [-0.06, -0.69, 0.96], [-0.03, -0.27, 0.09], [0.20, -0.54, 0.07], [-1.17, -0.44, -0.42], [-0.11, 0.42, -0.14], [0.27, -0.10, -0.11], [-0.21, 0.89, -0.49], [0.46, 1.15, -0.83], [-0.36, 0.34, -0.48], [1.01, 0.68, -0.26], [1.24, -0.83, -0.32]],
  "lowdin_charge": [-0.12, -0.26, -0.17, -0.13, -0.25, -0.20, -0.07, -0.22, -0.15, -0.14, -0.08, -0.11, -0.03, -0.06, -0.15, -0.03, -0.07, 0.01, -0.12, -0.26, -0.05, 0.06, 0.09, 0.07, 0.13, 0.07, 0.09, 0.14, 0.12, 0.12, 0.11, 0.07, 0.05, 0.02, 0.07, 0.15, 0.13, 0.10, 0.13, 0.12, 0.12, 0.11, 0.10, 0.13, 0.12, 0.09, 0.05, 0.09],
  "molar_mass_g_mol": 285.43,
  "relative_energy_kj_mol": 365.2,
  "gap_ev": 8.7,
  "smiles": "CCCN(CCC)[C@@H]1CCc2c(ccc3ccoc23)[C@@H]1C",
  "e_homo_ev": -7.86,
  "total_energy_ha": -870.0710
}

- Which formula does entry 1 have?
  C19H27N6OPd